1:
The following is a quantum chemistry calculation of a single C17H20N6O molecule, from the Open Molecules 2025 dataset.

The geometry in XYZ format:
```
44
C17H20N6O | the Open Molecules 2025 dataset | the ωB97M-V functional and the def2-TZVPD basis
N -1.78 -4.66 6.19
O -3.90 -2.66 2.74
C -2.44 -4.26 5.34
N -1.32 0.82 0.39
N -0.65 0.77 4.14
C -3.17 -2.64 3.70
C -0.78 1.72 -0.45
C -0.79 1.13 1.65
C 0.06 2.19 1.55
C -0.95 0.02 5.23
C -1.10 0.39 2.92
C -1.69 -1.13 5.16
C -1.88 -0.75 2.80
C -2.24 -1.52 3.91
N -3.32 -3.80 4.45
N 0.10 2.55 0.22
N 2.31 2.55 -2.17
C 2.61 3.53 -3.22
C 0.94 3.61 -0.31
C 2.29 3.01 -0.76
C 1.98 1.13 -2.46
C 4.20 -0.16 -1.90
C 3.29 -1.15 -2.62
C 3.22 0.37 -2.95
H -1.00 1.70 -1.52
H 0.64 2.63 2.33
H -0.52 0.37 6.17
H -1.88 -1.64 6.09
H -2.23 -1.02 1.80
H -3.91 -4.49 4.00
H 1.91 3.44 -4.08
H 2.45 4.55 -2.85
H 3.61 3.32 -3.57
H 0.49 4.06 -1.19
H 1.15 4.35 0.49
H 2.61 2.21 -0.07
H 3.06 3.81 -0.71
H 1.61 0.60 -1.60
H 1.22 1.05 -3.20
H 5.25 -0.18 -2.18
H 3.97 0.14 -0.88
H 3.79 -1.78 -3.35
H 2.44 -1.60 -2.03
H 3.63 0.71 -3.90
```

Computed properties:
SMILES string: CN(CCn1cnc(-c2cc(C(=O)NC#N)ccn2)c1)CC1CC1
LUMO, eV: -0.317
M, g mol⁻¹: 324.39
Kohn-Sham gap, eV: 7.799



2:
The following is a quantum chemistry calculation of a single C17H20N6O molecule, from the Open Molecules 2025 dataset.

The geometry in XYZ format:
```
44
C17H20N6O | the Open Molecules 2025 dataset | the ωB97M-V functional and the def2-TZVPD basis
N 6.62 -2.97 -7.13
O 4.91 -0.95 -4.70
C 5.53 -3.02 -6.69
N 2.36 0.62 -0.42
N 0.69 -2.14 -2.41
C 4.21 -2.00 -4.78
C 1.89 1.11 0.67
C 1.50 -0.32 -1.03
C 0.39 -0.32 -0.23
C 0.76 -2.88 -3.52
C 1.70 -1.28 -2.14
C 1.89 -2.83 -4.40
C 2.89 -1.41 -2.82
C 2.98 -2.03 -4.08
N 4.39 -2.88 -5.87
N 0.54 0.61 0.79
N -1.71 2.57 3.25
C -1.14 2.26 4.54
C -0.50 0.89 1.85
C -0.68 2.29 2.16
C -3.21 2.46 3.04
C -5.17 0.73 2.83
C -3.96 0.18 2.06
C -3.73 1.08 3.30
H 2.46 1.82 1.29
H -0.45 -1.01 -0.45
H -0.18 -3.37 -3.54
H 1.80 -3.51 -5.27
H 3.64 -0.71 -2.38
H 3.80 -3.68 -5.69
H -1.65 2.79 5.37
H -0.12 2.54 4.51
H -1.19 1.17 4.84
H -0.13 0.38 2.70
H -1.44 0.51 1.59
H 0.33 2.70 2.31
H -0.92 2.77 1.17
H -3.76 3.00 3.72
H -3.49 2.82 2.05
H -5.76 1.51 2.34
H -5.71 0.13 3.58
H -3.54 -0.83 2.24
H -3.60 0.56 1.19
H -3.24 0.65 4.15
```

Computed properties:
SMILES string: CN(CCn1cnc(-c2cc(C(=O)NC#N)ccn2)c1)CC1CC1
LUMO, eV: -0.650
M, g mol⁻¹: 324.39
Kohn-Sham gap, eV: 7.859



Which is the most stable structure? 1 is the most stable.



1:
The following is a quantum chemistry calculation of C4H8ClN3 as an isolated structure, from the Open Molecules 2025 dataset.

The geometry in XYZ format:
```
16
C4H8ClN3 | the Open Molecules 2025 dataset | the ωB97M-V functional and the def2-TZVPD basis
C 2.14 0.94 -0.04
C -0.33 1.31 0.02
C -0.07 -0.17 -0.32
C -1.10 -1.03 0.22
H 2.21 -0.88 1.32
H 2.55 -2.07 -0.24
H 2.27 2.00 -0.25
H -0.12 2.04 -0.68
H -1.15 1.63 0.78
H 0.47 -0.63 -1.32
H -0.58 -1.21 1.44
H -1.31 -2.07 -0.57
N 2.06 -1.23 0.10
N 2.78 -0.07 -0.44
N 0.79 0.61 0.65
Cl -2.80 -0.02 -0.11
```

Computed properties:
LUMO, eV: 0.482
M, g mol⁻¹: 133.58
Kohn-Sham gap, eV: 9.606



2:
The following is a quantum chemistry calculation of a single C4H8ClN3 molecule, from the Open Molecules 2025 dataset.

The geometry in XYZ format:
```
16
C4H8ClN3 | the Open Molecules 2025 dataset | the ωB97M-V functional and the def2-TZVPD basis
C 0.53 -0.45 1.34
C -0.07 0.76 1.26
C 0.88 -2.33 -0.33
C -1.31 2.06 -0.48
N 0.25 -1.21 0.26
N -0.69 0.86 0.03
N -0.46 -0.10 -0.80
Cl 1.14 0.52 -2.06
H 1.16 -0.84 2.13
H -0.14 1.55 1.98
H 1.97 -2.26 -0.32
H 0.58 -3.24 0.19
H 0.54 -2.39 -1.36
H -0.75 2.94 -0.17
H -1.31 1.99 -1.57
H -2.34 2.14 -0.12
```

Computed properties:
SMILES string: CN1C=CN(C)N1Cl
LUMO (alpha / beta), eV: 0.610 / 0.609
M, g mol⁻¹: 133.58
Kohn-Sham gap (alpha / beta), eV: 8.139 / 8.140



Which is the most stable structure? 2 is the most stable.



1:
The following is a quantum chemistry calculation of a 2-piece molecular cluster, C3H5ClO2 overall, from the Open Molecules 2025 dataset.

The geometry in XYZ format:
```
11
C3H5ClO2 | the Open Molecules 2025 dataset | the ωB97M-V functional and the def2-TZVPD basis
C -2.17 1.54 -0.87
C 0.46 0.36 0.45
C -0.04 0.05 -0.93
O -2.53 2.45 -1.58
O -0.55 -1.07 -1.37
Cl -3.06 0.94 0.50
H -0.11 -0.05 1.29
H 0.38 1.46 0.56
H 1.42 0.13 0.51
H 0.54 0.51 -1.62
H -1.20 -1.47 -0.74
```

Computed properties:
LUMO (alpha / beta), eV: 0.107 / -0.405
M, g mol⁻¹: 108.52
Kohn-Sham gap (alpha / beta), eV: 8.092 / 7.262



2:
The following is a quantum chemistry calculation of a single C3H5ClO2 molecule, from the Open Molecules 2025 dataset.

The geometry in XYZ format:
```
11
C3H5ClO2 | the Open Molecules 2025 dataset | the ωB97M-V functional and the def2-TZVPD basis
C -0.83 -0.46 -0.62
C 1.16 0.96 0.19
C 0.42 -0.22 0.31
O -1.42 -1.67 -0.46
O 0.62 -1.15 1.03
Cl -2.26 0.87 -0.01
H -0.67 -0.01 -1.66
H 1.07 1.39 1.20
H 0.89 1.64 -0.61
H 2.21 0.74 0.26
H -1.19 -2.10 0.37
```

Computed properties:
SMILES string: CC(=O)[C@@H](O)Cl
LUMO, eV: 0.036
M, g mol⁻¹: 108.52
Kohn-Sham gap, eV: 10.406



Which is the most stable structure? 2 is the most stable.



1:
The following is a quantum chemistry calculation of a 9-piece molecular cluster, H18O9 overall, from the Open Molecules 2025 dataset.

The geometry in XYZ format:
```
27
H18O9 | the Open Molecules 2025 dataset | the ωB97M-V functional and the def2-TZVPD basis
O 2.10 -2.12 2.52
H 2.29 -1.40 1.91
H 2.11 -1.71 3.38
O -0.16 -2.13 -2.86
H -1.01 -2.57 -2.75
H 0.14 -1.96 -1.97
O -0.55 -0.86 2.85
H 0.00 -1.15 3.57
H -0.20 -1.31 2.08
O 1.48 1.70 -2.68
H 1.77 0.82 -2.90
H 0.54 1.62 -2.56
O 1.65 0.72 1.24
H 1.56 1.09 2.13
H 2.59 0.68 1.10
O -1.65 1.37 -2.10
H -2.10 2.19 -2.30
H -2.35 0.77 -1.84
O -0.45 3.09 1.03
H 0.02 3.89 1.26
H 0.17 2.59 0.50
O -0.06 -0.56 -0.39
H 0.54 -0.22 0.27
H -0.56 0.21 -0.67
O -2.57 -1.97 -0.31
H -3.39 -1.51 -0.14
H -1.91 -1.28 -0.37
```

Computed properties:
LUMO (alpha / beta), eV: 2.530 / 2.409
Charge: -1
M, g mol⁻¹: 162.14
Spin multiplicity: 2
Kohn-Sham gap (alpha / beta), eV: 2.440 / 10.170
Expectation value of S²: 0.750



2:
The following is a quantum chemistry calculation of a 9-piece molecular cluster, H18O9 overall, from the Open Molecules 2025 dataset.

The geometry in XYZ format:
```
27
H18O9 | the Open Molecules 2025 dataset | the ωB97M-V functional and the def2-TZVPD basis
O -1.28 2.64 0.03
H -0.53 3.22 0.16
H -0.94 1.77 0.24
O 1.75 1.83 1.75
H 1.13 2.03 2.46
H 1.39 1.05 1.34
O 2.24 2.00 -1.66
H 2.70 1.40 -1.07
H 2.49 2.87 -1.35
O -1.22 -1.21 3.49
H -1.47 -0.28 3.50
H -1.21 -1.44 2.56
O -0.18 2.12 -2.77
H -0.65 1.29 -2.81
H 0.68 1.90 -2.39
O -0.66 -3.88 -0.15
H -1.56 -3.57 -0.27
H -0.12 -3.19 -0.55
O -1.98 -1.31 0.73
H -2.39 -0.47 0.92
H -2.69 -1.87 0.43
O 1.14 -2.39 -1.38
H 1.22 -1.80 -2.13
H 2.04 -2.51 -1.07
O 0.08 0.32 -0.03
H 0.37 -0.36 -0.63
H -0.36 -0.16 0.67
```

Computed properties:
LUMO (alpha / beta), eV: 2.809 / 2.728
Charge: -1
M, g mol⁻¹: 162.14
Spin multiplicity: 2
Kohn-Sham gap (alpha / beta), eV: 2.832 / 9.806
Expectation value of S²: 0.751



Which is the most stable structure? 1 is the most stable.



1:
The following is a quantum chemistry calculation of a 2-piece molecular cluster, Cl2H2NP overall, from the Open Molecules 2025 dataset.

The geometry in XYZ format:
```
6
Cl2H2NP | the Open Molecules 2025 dataset | the ωB97M-V functional and the def2-TZVPD basis
N -0.51 0.49 0.61
P -0.52 0.10 -0.99
Cl -1.47 -0.61 1.64
Cl 0.93 1.11 1.51
H 0.65 1.11 -1.03
H 0.93 -2.19 -1.74
```

Computed properties:
LUMO (alpha / beta), eV: -1.271 / -1.096
M, g mol⁻¹: 117.90
Kohn-Sham gap (alpha / beta), eV: 9.052 / 7.046



2:
The following is a quantum chemistry calculation of a 2-piece molecular cluster, Cl2H2NP overall, from the Open Molecules 2025 dataset.

The geometry in XYZ format:
```
6
Cl2H2NP | the Open Molecules 2025 dataset | the ωB97M-V functional and the def2-TZVPD basis
N -0.59 -0.17 0.30
P -0.14 -1.62 0.01
Cl 2.09 1.17 0.28
Cl -1.67 0.72 -0.63
H 1.34 1.85 1.04
H -1.03 -1.94 -1.01
```

Computed properties:
SMILES string: [H]/P=N\Cl.Cl
LUMO, eV: -0.787
M, g mol⁻¹: 117.90
Kohn-Sham gap, eV: 9.119



Which is the most stable structure? 2 is the most stable.